11
Properties=species:S:1:pos:R:3:forces:R:3 method="wB97M-V/def2-TZVPD" de_lowest_kj_mol=456.0 energy_ev=-9235.7617 molar_mass_da=96.1
O 1.891 -0.680 0.831 -0.28 0.05 -0.50
C 1.427 -0.943 -0.266 -0.01 0.10 0.10
C 1.121 1.516 -0.119 -0.58 0.06 0.33
C -0.166 1.386 0.168 0.43 -0.04 -0.06
N -1.106 0.375 0.351 0.15 -0.06 0.05
C -0.916 -0.924 -0.038 0.08 -0.08 -0.07
N 0.158 -1.465 -0.455 -0.08 0.19 0.14
H 2.017 -0.837 -1.193 -0.02 -0.23 0.18
H -0.534 2.419 0.212 0.02 -0.03 -0.14
H -2.057 0.665 0.525 0.18 -0.08 0.00
H -1.835 -1.514 -0.017 0.12 0.11 -0.04